Record 1
Computed, not measured: a 2-piece molecular cluster, C4H8NO3 overall, with ωB97M-V/def2-TZVPD.

Properties
LUMO = 4.09 eV
multiplicity = 1
strongest force on any atom = 1.39 eV/Å
M = 118.112 g mol⁻¹
relative energy (zero: lowest compared OMol25 entry of this formula, charge and spin) = 4.8 kcal/mol
net charge = -1

CARTESIAN COORDINATES (ANGSTROEM)
O: 1.258 -0.596 -1.537
O: -1.409 2.802 1.379
O: 0.139 -1.497 0.180
N: -1.207 1.102 -0.083
C: 0.367 1.282 1.782
C: 0.750 -1.546 -0.927
C: -0.826 1.786 0.989
C: 0.787 -2.961 -1.555
H: 0.367 -2.919 -2.569
H: 1.838 -3.211 -1.726
H: 0.486 2.014 2.564
H: 0.233 -3.657 -0.950
H: -0.679 0.264 -0.331
H: -2.000 1.403 -0.615
H: 1.285 1.239 1.196
H: 0.190 0.268 2.135

In the Mulliken picture, each atom carries the following charge in e: number 1, O, carries -0.717; number 2, O, carries -0.724; number 3, O, carries -0.750; number 4, N, carries -0.261; number 5, C, carries -0.799; number 6, C, carries 0.755; number 7, C, carries 0.528; number 8, C, carries -0.980; number 9, H, carries 0.240; number 10, H, carries 0.249; number 11, H, carries 0.317; number 12, H, carries 0.270; number 13, H, carries 0.224; number 14, H, carries 0.175; number 15, H, carries 0.253; number 16, H, carries 0.221

=====

Record 2
Computed, not measured: a 2-piece molecular cluster, C5H9NO4 overall, with ωB97M-V/def2-TZVPD.

Properties
LUMO (spin up / spin down) = 0.25 / -1.16 eV
multiplicity = 3
strongest force on any atom = 5.34 eV/Å
M = 147.130 g mol⁻¹
<S²> = 2.007
relative energy (zero: lowest compared OMol25 entry of this formula, charge and spin) = 43.9 kcal/mol

CARTESIAN COORDINATES (ANGSTROEM)
O: 2.052 -1.726 -1.267
O: 0.658 0.937 -0.883
O: 3.517 -0.239 -0.327
O: 0.229 1.951 1.947
N: -0.129 -1.235 0.220
C: 0.142 0.788 1.552
C: 0.542 0.177 0.387
C: 2.730 -0.935 -0.769
C: -1.605 -1.165 0.228
C: -0.339 1.914 -0.956
H: -1.991 -1.290 1.277
H: -0.169 0.105 2.325
H: -2.038 -2.016 -0.418
H: -0.121 2.640 -1.763
H: -0.580 2.355 -0.004
H: 0.114 -1.601 -0.719
H: -1.893 -0.271 -0.385
H: -1.258 1.321 -1.435
H: 0.140 -1.710 0.989

In the Mulliken picture, each atom carries the following charge in e: number 1, O, carries -0.430; number 2, O, carries -0.341; number 3, O, carries -0.307; number 4, O, carries -0.580; number 5, N, carries -0.106; number 6, C, carries -0.581; number 7, C, carries 0.299; number 8, C, carries 0.722; number 9, C, carries -0.661; number 10, C, carries -0.566; number 11, H, carries 0.314; number 12, H, carries 0.244; number 13, H, carries 0.334; number 14, H, carries 0.257; number 15, H, carries 0.303; number 16, H, carries 0.442; number 17, H, carries 0.182; number 18, H, carries 0.137; number 19, H, carries 0.339

=====

Record 3
Computed, not measured: an isolated molecule of C19H18BrN3O2, with ωB97M-V/def2-TZVPD.

Properties
LUMO = -0.62 eV
multiplicity = 1
strongest force on any atom = 18.43 eV/Å
M = 400.276 g mol⁻¹
SMILES = CCCOc1ccc(C(=O)N/N=C/c2c[nH]c3ccc(Br)cc23)cc1
relative energy (zero: lowest compared OMol25 entry of this formula, charge and spin) = 376.7 kcal/mol

CARTESIAN COORDINATES (ANGSTROEM)
Br: -2.194 0.418 1.915
O: 4.476 -0.772 -1.737
O: 0.483 3.644 0.627
N: 1.581 -2.318 -0.548
N: 2.614 -2.072 -1.374
N: -1.625 -5.298 0.837
C: 3.139 1.397 -0.288
C: 2.422 2.431 0.298
C: -3.072 -2.225 2.080
C: -0.502 -5.432 0.002
C: -0.480 5.719 -1.170
C: 0.365 1.605 -0.436
C: -0.046 -3.967 0.113
C: -1.006 -3.276 0.693
C: -1.234 4.294 -0.924
C: -0.818 3.769 0.421
C: 1.076 0.538 -0.775
C: -2.961 -3.465 1.915
C: 2.428 0.318 -0.921
C: 0.859 2.583 0.073
C: 1.051 -3.607 -0.487
C: -1.026 -1.873 0.676
C: -2.026 -1.317 1.770
C: 3.044 -0.807 -1.317
C: -2.076 -3.997 1.058
H: 3.187 3.267 0.688
H: -2.217 -6.174 0.844
H: 1.820 -4.460 -1.044
H: -1.139 4.707 1.037
H: 0.496 -0.315 -1.450
H: -0.428 -1.128 0.729
H: -0.484 1.484 -0.711
H: 3.163 -2.780 -1.601
H: -0.189 -6.172 -0.404
H: -2.091 4.623 -1.004
H: -1.299 3.068 0.956
H: -0.857 6.646 -0.540
H: -0.822 3.700 -1.686
H: 4.281 1.351 -0.226
H: -0.515 6.197 -2.111
H: -3.996 -1.688 2.716
H: 0.559 5.616 -0.950
H: -3.939 -4.232 2.257

In the Mulliken picture, each atom carries the following charge in e: number 1, Br, carries -0.113; number 2, O, carries -0.748; number 3, O, carries -0.430; number 4, N, carries 0.031; number 5, N, carries -0.220; number 6, N, carries -0.071; number 7, C, carries -0.413; number 8, C, carries -0.743; number 9, C, carries -0.358; number 10, C, carries -1.482; number 11, C, carries -1.208; number 12, C, carries -0.659; number 13, C, carries 0.319; number 14, C, carries 1.103; number 15, C, carries -0.680; number 16, C, carries -0.635; number 17, C, carries -0.637; number 18, C, carries -0.527; number 19, C, carries -0.244; number 20, C, carries 1.223; number 21, C, carries -0.024; number 22, C, carries -0.801; number 23, C, carries 0.176; number 24, C, carries 0.045; number 25, C, carries -0.026; number 26, H, carries 0.185; number 27, H, carries 0.282; number 28, H, carries 0.100; number 29, H, carries 0.309; number 30, H, carries 0.183; number 31, H, carries 0.648; number 32, H, carries 1.502; number 33, H, carries 0.210; number 34, H, carries 0.686; number 35, H, carries 0.743; number 36, H, carries 0.397; number 37, H, carries 0.280; number 38, H, carries 0.254; number 39, H, carries 0.335; number 40, H, carries 0.406; number 41, H, carries 0.167; number 42, H, carries 0.309; number 43, H, carries 0.124

=====

Record 4
Computed, not measured: C6H18BeN8O10Pb2 as an isolated structure, with ωB97M-V/def2-TZVPD.

Properties
LUMO (spin up / spin down) = -12.97 / -13.12 eV
multiplicity = 2
strongest force on any atom = 9.85 eV/Å
M = 785.668 g mol⁻¹
<S²> = 0.752
net charge = +3

CARTESIAN COORDINATES (ANGSTROEM)
Pb: 3.287 0.560 2.706
Pb: -1.925 2.507 -0.811
O: 0.146 3.521 -2.009
O: 0.637 3.955 -4.146
O: -0.874 0.342 0.714
O: -1.457 3.451 -3.277
O: -1.444 0.531 -2.254
O: 0.805 0.581 1.954
O: 2.073 -2.111 1.846
O: 3.544 -0.851 -3.680
O: -1.741 0.661 6.203
O: 0.932 1.467 0.005
N: -1.867 0.749 4.019
N: 1.395 -3.044 0.084
N: 0.193 -3.241 1.836
N: -1.978 2.620 5.144
N: 2.664 -0.222 -1.823
N: -2.308 -1.211 -3.249
N: -1.957 -1.326 -1.180
N: 1.735 -1.930 -2.773
C: -0.277 3.690 -3.145
C: -1.842 -0.628 -2.242
C: -1.859 1.326 5.209
C: 0.382 0.776 0.889
C: 2.673 -1.006 -2.827
C: 1.201 -2.661 1.280
Be: 2.147 3.786 -0.247
H: 0.037 -3.039 2.813
H: -2.070 -2.329 -1.138
H: 2.282 -2.823 -0.344
H: 1.986 -0.246 -1.075
H: 1.834 -2.677 -3.446
H: -1.987 1.137 3.094
H: -2.078 -0.768 -4.127
H: 3.368 0.502 -1.816
H: -0.843 0.327 1.674
H: -0.297 -3.970 1.339
H: -1.738 -0.732 -0.393
H: -1.803 3.130 4.290
H: -2.040 -2.177 -3.130
H: 0.687 -3.455 -0.508
H: -2.232 2.909 6.078
H: -1.727 -0.246 4.121
H: 0.966 -1.814 -2.129
H: 1.373 3.982 -3.530

In the Mulliken picture, each atom carries the following charge in e: number 1, Pb, carries 1.674; number 2, Pb, carries 1.274; number 3, O, carries -0.676; number 4, O, carries -0.366; number 5, O, carries -0.170; number 6, O, carries -0.643; number 7, O, carries -0.514; number 8, O, carries -0.635; number 9, O, carries -0.689; number 10, O, carries -0.652; number 11, O, carries -0.590; number 12, O, carries -0.612; number 13, N, carries -0.263; number 14, N, carries -0.423; number 15, N, carries -0.379; number 16, N, carries -0.392; number 17, N, carries -0.122; number 18, N, carries -0.338; number 19, N, carries -0.166; number 20, N, carries -0.254; number 21, C, carries 0.840; number 22, C, carries 0.466; number 23, C, carries 0.660; number 24, C, carries 0.624; number 25, C, carries 0.553; number 26, C, carries 0.788; number 27, Be, carries 1.031; number 28, H, carries 0.253; number 29, H, carries 0.222; number 30, H, carries 0.219; number 31, H, carries -0.072; number 32, H, carries 0.214; number 33, H, carries 0.092; number 34, H, carries 0.334; number 35, H, carries 0.175; number 36, H, carries 0.006; number 37, H, carries 0.192; number 38, H, carries 0.043; number 39, H, carries 0.162; number 40, H, carries 0.218; number 41, H, carries 0.170; number 42, H, carries 0.251; number 43, H, carries 0.147; number 44, H, carries 0.087; number 45, H, carries 0.261

=====

Record 5
Computed, not measured: C39H45N4O4P2SeTi as an isolated structure, with ωB97M-V/def2-TZVPD.

Properties
LUMO (spin up / spin down) = -5.85 / -5.51 eV
multiplicity = 2
strongest force on any atom = 3.70 eV/Å
M = 822.588 g mol⁻¹
<S²> = 0.759
net charge = +2

CARTESIAN COORDINATES (ANGSTROEM)
Se: -1.219 0.205 -4.243
Ti: -0.134 0.411 -2.093
P: -1.432 -1.409 -0.662
P: 1.718 0.156 2.190
O: -0.969 1.973 -1.031
O: 1.040 2.283 -1.960
O: 1.654 -0.461 -2.316
O: 3.899 -0.634 -1.942
N: 2.991 -1.686 -3.707
N: 1.934 -2.091 -4.519
N: 1.027 5.033 -1.727
N: -5.814 1.669 -4.082
C: -0.644 -5.224 0.775
C: -0.898 -1.167 2.172
C: -3.047 0.846 -4.324
C: 2.369 3.242 5.566
C: -0.184 4.817 0.395
C: -5.458 0.616 -4.763
C: 1.755 5.757 -0.619
C: -4.227 -1.364 -1.080
C: -5.496 -1.775 -1.573
C: 0.653 -3.306 -0.696
C: -1.966 -1.045 1.084
C: -1.335 -4.008 0.543
C: 2.387 -2.783 4.958
C: 2.830 -0.925 -2.590
C: 1.780 -1.726 4.225
C: 1.202 2.570 3.580
C: -5.503 -2.875 -2.419
C: 3.293 2.216 5.370
C: 3.501 -2.026 2.498
C: -3.495 1.915 -3.526
C: 1.294 5.177 0.719
C: 3.878 0.528 -1.036
C: -3.070 -2.979 -2.367
C: -0.172 4.284 -1.115
C: 3.805 -3.312 3.115
C: -4.111 0.232 -5.031
C: 0.627 -5.506 0.255
C: 1.276 -4.543 -0.512
C: 2.380 -1.293 3.034
C: 2.075 1.474 3.405
C: -3.010 -1.981 -1.391
C: 3.389 -3.599 4.392
C: 3.163 1.314 4.343
C: -4.815 2.358 -3.466
C: 0.040 2.794 -1.331
C: 1.437 3.500 4.552
C: -0.642 -3.050 -0.209
C: -0.177 0.116 2.534
C: -4.295 -3.512 -2.817
H: -6.294 0.027 -5.202
H: 2.860 5.806 -0.760
H: 3.978 0.632 4.030
H: -0.642 0.919 1.953
H: -4.352 -4.288 -3.564
H: 0.755 5.638 -2.536
H: -2.424 -3.902 0.667
H: 0.338 2.613 2.900
H: 1.840 4.279 0.962
H: 4.541 -3.961 2.569
H: -0.092 -1.914 1.883
H: -0.873 5.687 0.416
H: -4.192 -0.545 -0.365
H: 1.102 -1.568 -4.216
H: 0.725 4.327 4.643
H: 1.158 -2.531 -1.269
H: 2.173 -1.939 -5.493
H: 1.410 5.943 1.468
H: 2.456 3.901 6.445
H: -6.399 -1.270 -1.337
H: 4.134 2.146 6.069
H: 1.469 6.833 -0.675
H: 0.987 -1.138 4.644
H: -1.141 4.633 -1.602
H: 3.914 -2.121 -3.839
H: -2.305 0.014 1.071
H: -2.190 -3.314 -2.836
H: -1.166 -5.950 1.443
H: 1.695 4.308 -2.061
H: 3.579 0.098 -0.092
H: -0.695 4.104 1.048
H: -1.464 -1.606 3.021
H: -4.012 -0.604 -5.715
H: -0.233 0.508 3.554
H: 2.250 -4.688 -0.961
H: 2.046 -2.918 5.966
H: 0.994 -6.516 0.411
H: -6.414 -3.135 -2.948
H: 3.805 -4.357 5.046
H: 4.898 0.885 -0.980
H: -2.779 -1.659 1.412
H: -2.761 2.523 -2.932
H: -5.159 3.242 -2.917
H: 3.215 1.288 -1.473
H: 3.985 -1.637 1.595

In the Mulliken picture, each atom carries the following charge in e: number 1, Se, carries -0.136; number 2, Ti, carries 0.141; number 3, P, carries 2.126; number 4, P, carries 0.941; number 5, O, carries -0.561; number 6, O, carries -0.901; number 7, O, carries 0.013; number 8, O, carries -0.440; number 9, N, carries -0.032; number 10, N, carries -0.576; number 11, N, carries 0.010; number 12, N, carries -0.531; number 13, C, carries -0.559; number 14, C, carries -0.380; number 15, C, carries 0.296; number 16, C, carries -0.741; number 17, C, carries -0.802; number 18, C, carries -0.250; number 19, C, carries -0.820; number 20, C, carries -0.122; number 21, C, carries -0.966; number 22, C, carries 0.224; number 23, C, carries -1.653; number 24, C, carries -0.387; number 25, C, carries -0.681; number 26, C, carries 0.526; number 27, C, carries -0.391; number 28, C, carries -0.311; number 29, C, carries -0.305; number 30, C, carries -0.353; number 31, C, carries -0.337; number 32, C, carries 0.295; number 33, C, carries -0.327; number 34, C, carries -0.303; number 35, C, carries -0.470; number 36, C, carries -0.078; number 37, C, carries -0.578; number 38, C, carries -0.421; number 39, C, carries -0.717; number 40, C, carries -0.241; number 41, C, carries 0.350; number 42, C, carries 0.193; number 43, C, carries 0.146; number 44, C, carries -0.510; number 45, C, carries -0.639; number 46, C, carries -0.533; number 47, C, carries 1.153; number 48, C, carries -0.448; number 49, C, carries -0.099; number 50, C, carries -1.349; number 51, C, carries -0.794; number 52, H, carries 0.362; number 53, H, carries 0.380; number 54, H, carries 0.329; number 55, H, carries 0.265; number 56, H, carries 0.422; number 57, H, carries 0.402; number 58, H, carries 0.312; number 59, H, carries 0.200; number 60, H, carries 0.124; number 61, H, carries 0.373; number 62, H, carries 0.035; number 63, H, carries 0.448; number 64, H, carries 0.246; number 65, H, carries -0.005; number 66, H, carries 0.424; number 67, H, carries -0.476; number 68, H, carries 0.284; number 69, H, carries 0.482; number 70, H, carries 0.361; number 71, H, carries 0.517; number 72, H, carries 0.371; number 73, H, carries 0.356; number 74, H, carries 0.466; number 75, H, carries 0.410; number 76, H, carries 0.295; number 77, H, carries 0.858; number 78, H, carries 0.527; number 79, H, carries 0.395; number 80, H, carries 0.340; number 81, H, carries 0.029; number 82, H, carries 0.337; number 83, H, carries 0.236; number 84, H, carries 0.393; number 85, H, carries 1.025; number 86, H, carries 0.476; number 87, H, carries 0.428; number 88, H, carries 0.453; number 89, H, carries 0.407; number 90, H, carries 0.453; number 91, H, carries 0.347; number 92, H, carries 0.631; number 93, H, carries -0.096; number 94, H, carries 0.360; number 95, H, carries 0.076; number 96, H, carries 0.271

=====

Record 6
Computed, not measured: an isolated molecule of C3H10N2S2, with ωB97M-V/def2-TZVPD.

Properties
LUMO = 0.44 eV
multiplicity = 1
strongest force on any atom = 1.67 eV/Å
M = 138.261 g mol⁻¹
SMILES = NC[C@H](N)CSS
relative energy (zero: lowest compared OMol25 entry of this formula, charge and spin) = 19.2 kcal/mol

CARTESIAN COORDINATES (ANGSTROEM)
S: 1.526 -2.050 -1.465
S: 1.642 -0.602 0.038
N: -3.330 1.208 0.646
N: -0.015 1.545 1.641
C: -2.030 1.604 0.105
C: -0.879 0.750 0.739
C: -0.065 0.182 -0.388
H: -1.898 2.656 0.360
H: -0.640 -0.501 -1.027
H: -4.119 1.491 0.071
H: -0.218 1.322 2.602
H: -1.423 -0.002 1.315
H: 1.913 -3.125 -0.754
H: 0.958 1.403 1.426
H: -3.449 1.691 1.528
H: -1.862 1.531 -0.979
H: 0.258 0.948 -1.091

In the Mulliken picture, each atom carries the following charge in e: number 1, S, carries -0.229; number 2, S, carries -0.101; number 3, N, carries -0.692; number 4, N, carries -0.620; number 5, C, carries -0.669; number 6, C, carries 0.632; number 7, C, carries -1.383; number 8, H, carries 0.304; number 9, H, carries 0.576; number 10, H, carries 0.212; number 11, H, carries 0.227; number 12, H, carries 0.249; number 13, H, carries 0.157; number 14, H, carries 0.186; number 15, H, carries 0.245; number 16, H, carries 0.440; number 17, H, carries 0.465